Entry from the OMol25 dataset: a cluster of 2 separate species, C2H2NO2S3 in total (ωB97M-V with the def2-TZVPD basis set).

```
10
Properties=species:S:1:pos:R:3
C -1.96301 0.22578 0.43363
C 1.21507 0.99034 -0.47105
N -1.35853 -0.63651 0.96509
O -0.19622 -2.12036 -0.94437
O 1.02761 -1.84565 1.33674
S -2.77882 1.25990 -0.39016
S 1.13540 1.95949 0.87400
S 0.30714 -1.30241 0.17402
H 0.37731 0.88441 -1.20077
H 2.23405 0.58501 -0.77712
```

Computed properties:
Total charge: -1
HOMO, eV: -4.60
E_LUMO, eV: 3.2
Orbital gap, eV: 7.79
Energy above the lowest of the compared OMol25 structures with the same formula, charge and spin, eV: 1.056
E, Eh: -1477.22714

Results of the natural (NBO) charge analysis, in e, for atoms 1 through 8: C 0.168; C -0.525; N -0.653; O -0.948; O -0.936; S -0.160; S -0.108; S 1.764

Entry from the OMol25 dataset: a cluster of 2 separate species, C2H2NO3 in total (ωB97M-V with the def2-TZVPD basis set).

```
8
Properties=species:S:1:pos:R:3
C -2.27009 -0.32180 1.12020
C -0.67898 -0.07832 0.67750
N -0.10615 1.16540 0.95211
O -2.41016 -1.30549 1.81763
O -3.03565 0.44824 0.58381
O 0.40594 -0.11922 1.51388
H -0.61021 -0.50847 -0.80294
H 0.40686 1.33341 0.16367
```

Computed properties:
Total charge: -1
HOMO, eV: -4.01
E_LUMO, eV: 4.3
Orbital gap, eV: 8.29
Energy above the lowest of the compared OMol25 structures with the same formula, charge and spin, eV: 5.522
E, Eh: -357.79620

The molecule's natural (NBO) atomic charges, reported in e, are given here: C 0.759; C 0.196; N -0.366; O -0.747; O -0.742; O -0.414; H 0.002; H 0.311

Entry from the OMol25 dataset: a cluster of 3 separate species, C2H2NO3 in total (ωB97M-V with the def2-TZVPD basis set).

```
8
Properties=species:S:1:pos:R:3
C 0.72840 0.67685 -0.49022
C 0.31941 -0.47786 0.48969
N 0.87541 -1.21433 1.29070
O 0.11014 0.65113 -1.49726
O 1.61529 1.34659 -0.05545
O -0.40604 -0.53624 1.70600
H -2.11324 -0.22963 -0.83759
H -1.12937 -0.21651 -0.60587
```

Computed properties:
Total charge: -1
HOMO, eV: -4.78
E_LUMO, eV: 4.5
Orbital gap, eV: 9.30
Energy above the lowest of the compared OMol25 structures with the same formula, charge and spin, eV: 6.941
E, Eh: -357.74406

The molecule's natural (NBO) atomic charges, reported in e, are given here: C 0.736; C 0.317; N -0.180; O -0.691; O -0.663; O -0.482; H -0.071; H 0.035

Entry from the OMol25 dataset: the ion C2H2NO3 with charge -1 (ωB97M-V with the def2-TZVPD basis set).

```
8
Properties=species:S:1:pos:R:3
O 2.04440 0.69986 0.83561
C 0.93638 0.33364 0.98807
O 0.28567 -0.04644 1.99053
C 0.08933 -0.01768 -0.33475
N -1.30235 -0.28783 -0.37320
O -1.10392 0.86541 -1.15054
H 0.83377 -0.51231 -1.03346
H -1.78329 -1.03463 -0.92227
```

Computed properties:
Total charge: -1
HOMO, eV: -4.25
E_LUMO, eV: 4.3
SMILES string: O=C([O-])[C@H]1NO1
Orbital gap, eV: 8.56
Energy above the lowest of the compared OMol25 structures with the same formula, charge and spin, eV: 5.043
E, Eh: -357.81380

The molecule's natural (NBO) atomic charges, reported in e, are given here: O -0.713; C 0.734; O -0.756; C 0.114; N -0.378; O -0.464; H 0.150; H 0.314

Entry from the OMol25 dataset: the ion C2H2NO3 with charge -1 (ωB97M-V with the def2-TZVPD basis set).

```
8
Properties=species:S:1:pos:R:3
O -2.15830 -0.85697 -0.15390
C -1.33327 0.01857 0.04484
O -1.54476 1.24223 0.12046
C 0.12265 -0.43898 0.07450
N 1.16694 0.28398 -0.04111
O 2.39465 -0.09195 -0.09974
H 0.29144 -1.53825 0.24243
H 1.06065 1.38137 -0.18748
```

Computed properties:
Total charge: -1
HOMO, eV: -4.59
E_LUMO, eV: 4.4
SMILES string: O=C([O-])/C=[NH+]/[O-]
Orbital gap, eV: 9.02
Energy above the lowest of the compared OMol25 structures with the same formula, charge and spin, eV: 3.054
E, Eh: -357.88692

The molecule's natural (NBO) atomic charges, reported in e, are given here: O -0.734; C 0.703; O -0.780; C -0.068; N -0.053; O -0.623; H 0.186; H 0.370

Entry from the OMol25 dataset: an isolated molecule of C2H2NO3 (ωB97M-V with the def2-TZVPD basis set).

```
8
Properties=species:S:1:pos:R:3
O 1.14649 -0.19675 -1.51299
C 1.11932 0.67676 -0.62927
N 0.26268 0.90403 0.38802
C -0.75739 -0.21266 0.62033
O -1.84404 -0.14026 0.13132
O -0.10576 -1.18786 1.02132
H 2.00756 1.44193 -0.75447
H 0.40864 1.64418 0.97474
```

Computed properties:
Multiplicity: 2
Total charge: 0
HOMO (alpha / beta), eV: -10.76 / -10.65
E_LUMO (alpha / beta), eV: 0.5 / -4.0
Orbital gap (alpha / beta), eV: 11.26 / 6.63
Energy above the lowest of the compared OMol25 structures with the same formula, charge and spin, eV: 0.859
E, Eh: -357.80111

The molecule's natural (NBO) atomic charges, reported in e, are given here: O -0.540; C 0.503; N -0.622; C 0.840; O -0.501; O -0.225; H 0.128; H 0.417

Entry from the OMol25 dataset: a cluster of 2 separate species, C2H2NO3S in total (ωB97M-V with the def2-TZVPD basis set).

```
9
Properties=species:S:1:pos:R:3
C -1.63773 0.77177 0.40107
C -1.06147 -0.47988 0.01112
N 2.55993 0.20925 -0.39820
O -1.82605 1.64005 1.19651
O 1.78042 -0.76297 -0.13881
O 3.73633 0.14506 0.02183
S -2.05613 0.42008 -1.26737
H 0.03474 -0.54682 -0.17538
H -1.53004 -1.39654 0.34922
```

Computed properties:
Total charge: -1
HOMO, eV: -3.56
E_LUMO, eV: 3.1
Orbital gap, eV: 6.67
Energy above the lowest of the compared OMol25 structures with the same formula, charge and spin, eV: 3.488
E, Eh: -756.01175

Results of the natural (NBO) charge analysis, in e, for atoms 1 through 8: C 0.471; C -0.575; N 0.236; O -0.518; O -0.623; O -0.548; S 0.003; H 0.335

Entry from the OMol25 dataset: a cluster of 2 separate species, C2H2NO3S in total (ωB97M-V with the def2-TZVPD basis set).

```
9
Properties=species:S:1:pos:R:3
C -0.28062 -0.36408 -0.24667
C 0.73717 0.67961 0.24934
N -0.61627 -0.60579 -1.43849
O -3.26218 -2.39767 -1.37913
O 0.91893 0.99822 1.40271
O -1.88549 -3.53901 -2.97795
S -2.32725 -2.23564 -2.48347
H -0.67616 -0.79600 0.59412
H 1.16713 1.36063 -0.55098
```

Computed properties:
Total charge: -1
HOMO, eV: -3.24
E_LUMO, eV: 3.7
Orbital gap, eV: 6.94
Energy above the lowest of the compared OMol25 structures with the same formula, charge and spin, eV: 2.301
E, Eh: -756.05536

Results of the natural (NBO) charge analysis, in e, for atoms 1 through 8: C -0.140; C 0.391; N -0.641; O -0.927; O -0.581; O -0.931; S 1.648; H 0.110

Entry from the OMol25 dataset: a structure of composition C2H2NOP (ωB97M-V with the def2-TZVPD basis set).

```
7
Properties=species:S:1:pos:R:3
C -0.21237 0.75119 -0.56218
C -1.44328 0.45122 0.87016
N -1.40391 1.32045 -0.05077
O 1.01419 -1.65269 0.14422
P -0.42556 -1.06489 -0.31953
H 0.74964 1.24680 -0.49538
H 1.72129 -1.05207 0.41347
```

Computed properties:
Total charge: 0
HOMO, eV: -8.90
E_LUMO, eV: 0.0
Orbital gap, eV: 8.85
Energy above the lowest of the compared OMol25 structures with the same formula, charge and spin, eV: 2.486
E, Eh: -548.63248

The molecule's natural (NBO) atomic charges, reported in e, are given here: C -0.392; C 0.106; N -0.495; O -0.989; P 1.061; H 0.203; H 0.507

Entry from the OMol25 dataset: the ion C2H2NOS2 with charge -1 (ωB97M-V with the def2-TZVPD basis set).

```
8
Properties=species:S:1:pos:R:3
C 2.08031 1.20139 -0.69943
C 0.69532 1.19304 -1.17715
N -0.09477 0.22482 -0.59258
O 0.33124 1.92640 -2.04884
S 3.25636 1.12983 -1.85641
S 2.21207 1.19644 0.93708
H 0.29470 0.03660 0.29823
H -1.18965 0.18741 -0.64148
```

Computed properties:
Multiplicity: 3
Total charge: -1
HOMO (alpha / beta), eV: -1.46 / -3.65
E_LUMO (alpha / beta), eV: 3.7 / 2.0
Orbital gap (alpha / beta), eV: 5.14 / 5.68
Energy above the lowest of the compared OMol25 structures with the same formula, charge and spin, eV: 0.000
E, Eh: -1003.76919

The molecule's natural (NBO) atomic charges, reported in e, are given here: C -0.690; C 0.613; N -0.864; O -0.657; S 0.095; S -0.259; H 0.395; H 0.367

Entry from the OMol25 dataset: an isolated molecule of C2H2O (ωB97M-V with the def2-TZVPD basis set).

```
5
Properties=species:S:1:pos:R:3
C -0.30268 -0.23152 0.00876
C -1.44261 -0.81356 -0.03781
O -2.42009 -1.41430 0.03671
H -0.46557 0.70052 -0.36874
H 0.51800 -0.29046 0.73128
```

Computed properties:
Total charge: 0
HOMO, eV: -9.49
E_LUMO, eV: 0.8
SMILES string: C=C=O
Orbital gap, eV: 10.33
Energy above the lowest of the compared OMol25 structures with the same formula, charge and spin, eV: 0.196
E, Eh: -152.59584

The molecule's natural (NBO) atomic charges, reported in e, are given here: C -0.808; C 0.733; O -0.450; H 0.250; H 0.275

Entry from the OMol25 dataset: a cluster of 2 separate species, C2H2O in total (ωB97M-V with the def2-TZVPD basis set).

```
5
Properties=species:S:1:pos:R:3
C -0.21473 0.58131 -1.09040
C -0.10227 -0.82123 0.82041
O -0.38372 1.18935 -2.03870
H -0.29053 -0.01451 1.54609
H 0.99125 -0.93492 0.76261
```

Computed properties:
Total charge: 0
HOMO, eV: -9.10
E_LUMO, eV: -0.1
Orbital gap, eV: 8.99
Energy above the lowest of the compared OMol25 structures with the same formula, charge and spin, eV: 3.456
E, Eh: -152.47604

The molecule's natural (NBO) atomic charges, reported in e, are given here: C 0.620; C -0.348; O -0.472; H 0.100; H 0.100

Question: Which of these has the lowest E?
Answer: C2H2NO2S3